[1]
C9H11NO3 | ωB97M-V/def2-TZVPD

energy relative to the best compared isomer or geometry (same formula, charge and spin) = 380.7 kJ/mol
strongest force on any atom = 5.19 eV/A
gap between HOMO and LUMO = 9.43 eV
molar mass = 181.19 g/mol
DFT total energy = -17140.8149 eV

Structure (ORCA input):
```
! RIJCOSX wB97M-V def2-TZVPD def2/J DEFGRID3
* xyz 0 1
O 1.46122 1.62098 -0.55689
C 0.87615 1.13901 0.39089
O 1.38751 1.01489 1.57884
C -0.55479 0.81750 0.28081
C -1.27742 1.12834 -0.90468
C -2.62441 0.86570 -0.96345
C -3.29870 0.06956 0.00195
C -2.58163 -0.20909 1.11207
C -1.31769 0.15846 1.27246
H 2.34591 1.23252 1.75542
H -0.78807 1.69269 -1.62539
H -3.07422 1.09412 -1.93006
H -4.39474 -0.03009 -0.08230
H -3.15295 -0.71466 1.91074
H -0.90679 -0.15566 2.17912
C 0.93412 -1.92749 -0.34990
C 1.94969 -0.87684 -0.55002
N 2.95066 -0.76550 0.19223
O 3.97604 0.06393 -0.16738
H -0.06630 -1.30124 -0.34387
H 1.12965 -2.31031 0.57970
H 1.03254 -2.75819 -1.14424
H 2.05471 -0.43503 -1.63961
H 3.93954 0.58639 -0.99642
*
```

These are the Löwdin partial charges, in e, on atoms 1 to 6: number 1, O, carries 0.068; number 2, C, carries -0.578; number 3, O, carries 0.133; number 4, C, carries -0.129; number 5, C, carries -0.008; number 6, C, carries -0.062

[2]
C9H11NO3S2 | ωB97M-V/def2-TZVPD

energy relative to the best compared isomer or geometry (same formula, charge and spin) = 398.6 kJ/mol
strongest force on any atom = 3.77 eV/A
gap between HOMO and LUMO (alpha / beta) = 6.84 / 7.88 eV
molar mass = 245.32 g/mol
DFT total energy = -38807.9273 eV

Structure (ORCA input):
```
! RIJCOSX wB97M-V def2-TZVPD def2/J DEFGRID3
* xyz 0 1
C 1.76082 0.94934 -1.59829
C 3.11168 0.67218 -1.47634
C 1.11712 0.27018 -0.55513
C 2.05151 -0.48971 0.09989
C -2.31561 2.08820 1.25556
C -2.65309 2.36325 -0.01017
C -1.56129 0.79050 1.46758
C -1.53509 0.14569 0.09546
C 2.23854 -1.24564 1.35788
N -0.66968 -2.01796 -1.62653
O -0.93281 -2.15950 0.98801
O -2.85287 -1.94529 -0.48761
O 3.27206 -0.24491 -0.45134
S -2.13845 1.15593 -1.16810
S -1.48284 -1.58085 -0.22300
H 1.26069 1.64441 -2.27938
H 3.79202 1.11643 -2.13801
H -2.53341 2.74991 2.15325
H -3.19491 3.26267 -0.46519
H -0.40916 0.92344 1.80309
H -2.02936 0.03923 2.16920
H 2.98714 -1.98419 1.39894
H 2.34972 -0.57404 2.10353
H 1.35617 -1.72170 1.55927
H 0.30447 -1.89591 -1.62677
H -1.29340 -2.31165 -2.34580
*
```

These are the Löwdin partial charges, in e, on atoms 1 to 6: number 1, C, carries -0.095; number 2, C, carries -0.088; number 3, C, carries 0.012; number 4, C, carries -0.318; number 5, C, carries -0.177; number 6, C, carries -0.400

[3]
C9H11NO4 | ωB97M-V/def2-TZVPD

energy relative to the best compared isomer or geometry (same formula, charge and spin) = 219.8 kJ/mol
strongest force on any atom = 3.90 eV/A
gap between HOMO and LUMO = 9.75 eV
molar mass = 197.19 g/mol
DFT total energy = -19190.0532 eV

Structure (ORCA input):
```
! RIJCOSX wB97M-V def2-TZVPD def2/J DEFGRID3
* xyz 0 1
O 0.52634 -4.73251 1.37115
C 0.79948 -3.79807 0.64678
N 2.02579 -3.18985 0.84686
C 1.89224 -1.82946 0.35744
C 0.77370 -2.06521 -0.69863
C -0.15026 -0.85411 -0.78335
O -0.62779 -0.32673 0.48308
C -1.66499 0.61682 0.28877
C -1.11842 1.97658 0.11051
C -1.45548 2.83683 -0.91087
C -0.81528 4.10926 -0.56764
C -0.18328 3.94990 0.63992
O -0.36870 2.65023 1.07256
O 0.04525 -3.25769 -0.31298
H 2.38507 -3.34860 1.77796
H 1.63587 -1.19335 1.20933
H 2.83507 -1.42252 -0.10264
H 1.22681 -2.17719 -1.69794
H 0.39011 -0.07701 -1.30356
H -0.98654 -1.20246 -1.38792
H -2.29688 0.31353 -0.52132
H -2.27639 0.61893 1.21610
H -2.11882 2.62075 -1.73983
H -0.79636 5.03799 -1.15236
H 0.32347 4.74393 1.15860
*
```

These are the Löwdin partial charges, in e, on atoms 1 to 6: number 1, O, carries 0.090; number 2, C, carries -0.574; number 3, N, carries 0.082; number 4, C, carries -0.111; number 5, C, carries -0.226; number 6, C, carries -0.133

[4]
C9H11NOS | ωB97M-V/def2-TZVPD

energy relative to the best compared isomer or geometry (same formula, charge and spin) = 446.3 kJ/mol
strongest force on any atom = 3.53 eV/A
gap between HOMO and LUMO (alpha / beta) = 7.44 / 5.97 eV
molar mass = 181.26 g/mol
DFT total energy = -23879.8292 eV

Structure (ORCA input):
```
! RIJCOSX wB97M-V def2-TZVPD def2/J DEFGRID3
* xyz 0 1
C -2.17721 -1.80665 0.52471
C -1.62360 -2.24018 -0.67274
C -1.79457 -0.56756 1.03845
C -0.79146 -1.42083 -1.48516
C -0.81837 0.21378 0.40168
C -0.43186 -0.25450 -0.86047
C -0.45038 1.42891 1.01625
C 1.89167 0.78385 -0.06766
C 2.52499 -0.51728 0.35695
N -0.36897 2.61979 0.38160
O 0.77271 2.06488 -2.03652
S 1.08098 0.65266 -1.62598
H -2.89792 -2.39252 1.01521
H -1.74699 -3.27319 -1.01256
H -2.32956 -0.02178 1.75232
H -0.43592 -1.86362 -2.47662
H -0.30253 1.48903 2.13634
H 2.50048 1.63284 -0.03274
H 2.98477 -0.43905 1.32561
H 3.26524 -1.02062 -0.26317
H 1.71782 -1.25837 0.31682
H -0.20797 3.46668 0.89947
H -0.36135 2.72374 -0.63180
*
```

These are the Löwdin partial charges, in e, on atoms 1 to 6: number 1, C, carries -0.066; number 2, C, carries -0.090; number 3, C, carries -0.024; number 4, C, carries -0.082; number 5, C, carries -0.274; number 6, C, carries -0.283

[5]
C9H11O3 | ωB97M-V/def2-TZVPD

energy relative to the best compared isomer or geometry (same formula, charge and spin) = 138.3 kJ/mol
strongest force on any atom = 5.05 eV/A
gap between HOMO and LUMO = 6.88 eV
molar mass = 167.18 g/mol
DFT total energy = -15654.8670 eV

Structure (ORCA input):
```
! RIJCOSX wB97M-V def2-TZVPD def2/J DEFGRID3
* xyz -1 1
C 0.63334 -2.84848 -2.17536
C -1.39442 0.24728 0.24010
C -1.42870 -1.15388 0.55978
C -0.52596 0.56339 -0.87097
C -0.63437 -2.02811 -0.13918
C 0.08673 -0.42100 -1.62912
C 0.07374 -1.81340 -1.31883
O -1.91940 1.10610 0.99698
H -1.13291 2.58939 1.58370
H -1.97593 -1.37123 1.48376
H -0.49836 1.58191 -1.23538
H -0.63747 -3.07449 0.18325
H 0.71772 -0.03941 -2.44397
H 0.91099 -3.74719 -1.62176
H 1.60242 -2.41511 -2.49124
H -0.01292 -3.25402 -2.96740
C 1.07877 1.81110 1.45515
C 0.65107 3.04197 2.07732
O 1.32468 4.04468 2.29465
O -0.68431 3.27371 2.16232
H 0.58326 0.88561 1.82602
H 2.13687 1.51734 1.62634
H 1.04515 1.50388 0.40383
*
```

These are the Löwdin partial charges, in e, on atoms 1 to 6: number 1, C, carries -0.108; number 2, C, carries -0.510; number 3, C, carries -0.048; number 4, C, carries -0.094; number 5, C, carries -0.115; number 6, C, carries -0.087

[6]
C9H11O3 | ωB97M-V/def2-TZVPD

energy relative to the best compared isomer or geometry (same formula, charge and spin) = 350.3 kJ/mol
strongest force on any atom = 5.37 eV/A
gap between HOMO and LUMO = 6.99 eV
molar mass = 167.18 g/mol
DFT total energy = -15652.6701 eV

Structure (ORCA input):
```
! RIJCOSX wB97M-V def2-TZVPD def2/J DEFGRID3
* xyz -1 1
C 0.89518 1.04971 -0.70225
C 0.29365 -0.12479 -0.03971
C 1.09990 -1.45490 -0.36423
C 0.21875 0.01432 1.51436
C -1.20095 -0.31324 -0.41242
C -2.33555 -1.01482 0.23252
O -2.25353 -1.85017 1.15406
C -3.65496 -0.46038 -0.27700
O -4.71568 -0.98655 -0.59102
C -3.57097 0.95867 -0.23664
C -2.44991 1.59072 0.07200
O -1.74661 2.52296 0.39765
H 0.53037 1.95782 -0.25747
H 0.45775 1.32643 -1.69719
H 1.94494 0.95052 -0.91520
H 2.19360 -1.35643 -0.02941
H 0.77161 -2.43882 0.01265
H 1.23680 -1.51096 -1.47392
H 1.19704 0.41910 1.71564
H -0.06493 -0.80489 2.11994
H -0.57385 0.86547 1.69271
H -1.41992 0.05186 -1.43041
H -4.42612 1.61088 -0.39595
*
```

These are the Löwdin partial charges, in e, on atoms 1 to 6: number 1, C, carries -0.087; number 2, C, carries -0.582; number 3, C, carries -0.069; number 4, C, carries -0.055; number 5, C, carries -0.063; number 6, C, carries -0.383

[7]
C9H11O3PS | ωB97M-V/def2-TZVPD

strongest force on any atom = 3.76 eV/A
gap between HOMO and LUMO = 4.58 eV
molar mass = 230.22 g/mol
DFT total energy = -35778.4266 eV

Structure (ORCA input):
```
! RIJCOSX wB97M-V def2-TZVPD def2/J DEFGRID3
* xyz -2 1
C -2.20135 0.64823 1.24199
C -1.09042 1.29646 0.33028
C 0.22924 1.52101 0.88715
S -0.95446 0.26355 -1.28120
C 0.25335 -1.05741 -0.94062
C 0.19729 -1.96503 0.13522
C 1.27481 -2.80818 0.40930
C 2.43227 -2.82954 -0.38555
C 2.49818 -1.84431 -1.37578
C 1.48401 -0.98961 -1.61602
P -1.64971 2.96331 -0.39412
O -1.46711 3.86854 0.81199
O -0.53410 3.19173 -1.37619
O -3.04285 2.81806 -0.86678
H -1.82791 -0.10290 1.93436
H -2.57097 1.45893 1.83226
H -3.09849 0.20159 0.74198
H 0.74293 0.57003 1.22145
H 0.18359 2.13012 1.79098
H 0.80126 2.02252 0.09660
H -0.72494 -2.25197 0.57644
H 1.12440 -3.59263 1.15509
H 3.27720 -3.58887 -0.52900
H 3.20385 -1.74971 -2.09583
H 1.45993 -0.17392 -2.30399
*
```

These are the Löwdin partial charges, in e, on atoms 1 to 6: number 1, C, carries -0.148; number 2, C, carries -0.737; number 3, C, carries -0.201; number 4, S, carries 0.895; number 5, C, carries -0.506; number 6, C, carries -0.113

[8]
C9H12AlN2O5 | ωB97M-V/def2-TZVPD

strongest force on any atom = 9.71 eV/A
gap between HOMO and LUMO = 5.27 eV
molar mass = 255.19 g/mol
DFT total energy = -29309.3218 eV

Structure (ORCA input):
```
! RIJCOSX wB97M-V def2-TZVPD def2/J DEFGRID3
* xyz 3 1
O 2.24814 1.38861 1.48927
C 1.37158 0.87966 0.92665
Al 0.02143 -0.07070 0.02704
O 0.89710 1.31949 -2.58439
C 0.54597 0.82074 -1.59902
C -1.26756 0.85092 1.10041
O -2.03850 1.37659 1.78530
C -1.38071 -0.86387 -0.91366
O -2.23266 -1.38497 -1.48476
C 3.23575 -2.30804 -1.24542
N 2.78207 -2.93499 0.02430
C 3.50342 -4.15633 0.41996
C 1.76414 -2.44355 0.71420
O 1.28521 -1.35454 0.05294
N 1.16441 -2.80928 1.83846
C 1.47320 -3.95430 2.70163
C -0.01646 -2.06153 2.44066
H 4.07592 -2.86714 -1.69009
H 3.58351 -1.29758 -1.05544
H 2.43078 -2.30650 -1.96987
H 4.00482 -3.98595 1.37690
H 2.81097 -4.99974 0.42641
H 4.28491 -4.40876 -0.29412
H 1.73383 -3.60973 3.70020
H 0.61709 -4.62403 2.75767
H 2.32757 -4.57973 2.36546
H 0.28283 -1.04604 2.70540
H -0.86741 -2.08942 1.75495
H -0.35363 -2.54046 3.37010
*
```

These are the Löwdin partial charges, in e, on atoms 1 to 6: number 1, O, carries 0.369; number 2, C, carries 0.130; number 3, Al, carries -0.131; number 4, O, carries 0.385; number 5, C, carries 0.192; number 6, C, carries 0.164